(1)
{"formula": "C28H45BCl2F3N3O7S", "method": "ωB97M-V with the def2-TZVPD basis set", "multiplicity": 1, "e_lumo_ev": -0.1, "mol_weight_g_mol": 706.46, "homo_ev": -7.85, "total_charge": 0, "species": ["H", "C", "H", "H", "H", "H", "C", "C", "H", "N", "H", "H", "H", "C", "H", "C", "H", "C", "H", "N", "H", "H", "H", "O", "H", "C", "H", "H", "H", "C", "H", "O", "C", "H", "C", "H", "F", "C", "O", "H", "O", "H", "H", "C", "Cl", "C", "H", "H", "H", "H", "C", "C", "H", "C", "H", "F", "H", "H", "H", "C", "C", "H", "O", "H", "H", "B", "C", "H", "O", "S", "H", "H", "H", "C", "Cl", "H", "N", "C", "H", "H", "C", "F", "C", "C", "O", "C", "C", "H", "C", "C"], "positions_angstrom": [[-5.74098, -0.09623, 3.98890], [-5.57138, -1.12136, 3.60224], [4.30611, -4.66946, -3.32106], [5.88216, -2.99629, -4.14235], [-0.36130, 3.54527, -6.61514], [-3.12326, -2.85428, 2.30439], [-0.78261, 2.35810, 6.07737], [-0.94586, 0.87439, 3.90416], [6.22564, -1.69707, -1.34744], [-4.29905, -1.11864, 2.82024], [-0.29978, -3.56501, 1.36527], [3.36941, -1.67375, -0.58675], [-6.38663, -1.45743, 2.92962], [-0.40126, 0.03030, 5.05638], [-1.36748, 1.63837, -1.97069], [-2.01483, 3.44613, -3.97011], [1.34298, -2.30234, -1.91690], [-0.65410, 2.50180, -6.72991], [4.80016, -3.41535, -0.03183], [-2.11507, 2.16749, -4.65683], [-4.92355, -3.18497, 2.46905], [-5.54883, -1.81477, 4.48320], [-4.24431, -2.28095, 1.05629], [-1.77102, 2.20097, 6.73272], [1.49938, -3.33071, 0.92881], [4.81636, -2.80369, -4.26003], [0.10801, 3.32263, -3.42914], [0.12850, 1.86891, -6.30887], [-3.51627, -2.44252, 4.80753], [0.69840, -3.22133, 1.68833], [4.55597, -3.07593, -5.28626], [2.20738, 1.60163, 3.25080], [3.44782, -1.83859, -1.66628], [0.15319, -1.57414, 6.59273], [2.07417, -1.56798, -2.26371], [0.30113, 2.71820, 4.28123], [2.17982, 3.95015, 1.83598], [-0.26090, 0.62971, 2.49074], [-2.67833, 1.04820, 2.21363], [-2.65322, 4.17588, -4.47730], [-2.79429, -1.81695, 4.64530], [0.99270, -3.87999, 2.54338], [-0.69184, 2.30071, -7.80406], [-0.19556, -0.82209, 1.93470], [-1.36118, -1.27934, 0.64449], [-2.02560, 2.22402, -6.10854], [-1.59309, 0.15423, -4.62568], [-2.73897, 2.96512, -6.48249], [-2.46729, 3.33704, -2.97978], [6.86627, -3.08258, -2.24964], [6.37979, -2.77672, -1.32359], [-4.15089, -2.44289, 2.16015], [-2.76554, 0.67069, -2.47093], [-0.62069, 4.05287, -3.78586], [-0.24404, 4.49825, -4.70627], [0.01469, 3.86003, 1.97465], [2.94870, -3.66058, -3.66783], [7.08300, -2.98662, -0.51321], [-0.27377, 1.22306, -4.17082], [5.07836, -3.54602, -1.08391], [-1.35900, 1.07102, -4.07510], [-2.38515, 1.26677, -6.50256], [-1.40460, 1.81644, 0.56878], [2.09119, -1.58257, -3.35551], [4.64348, -1.73092, -4.15768], [-3.14570, -0.83556, 3.73733], [-3.49095, 1.49600, 4.33211], [4.15418, -1.08640, -2.04510], [0.42885, 2.62799, 6.75951], [1.32748, 1.48318, 2.10394], [1.72776, -0.57850, -1.95693], [-0.66659, 4.85243, -3.04177], [5.27713, -4.61727, -1.18896], [-4.26571, 2.22529, 4.90911], [1.92838, -1.48810, 3.49028], [-1.18180, -0.08462, -2.26652], [3.92145, -3.19464, -1.89561], [0.67406, -1.79375, 2.28654], [-4.90554, 2.61065, 5.70639], [-1.41412, 3.09313, 4.06131], [-0.72587, 2.34267, 4.51058], [1.04640, 3.28936, 0.13020], [1.09809, 3.22606, 1.46886], [-2.45940, 0.63236, 3.60782], [1.96888, 0.75384, 1.02780], [-1.69230, 0.81770, -2.61130], [-0.21011, -0.81458, 5.89945], [0.44777, 3.60246, 6.80969], [3.97275, -3.62801, -3.28323], [-1.45466, 1.25692, 1.62354]], "atomic_forces_ev_per_a": [[-0.199, -0.638, -0.304], [0.233, 0.406, -0.196], [0.071, 0.057, 0.212], [-0.007, 0.106, 0.034], [0.061, -0.047, 0.058], [-0.830, 0.066, 0.030], [-0.502, 0.185, 0.631], [1.417, 0.358, 2.730], [-0.028, -0.028, -0.021], [-0.120, -0.596, 1.235], [0.678, 0.406, -0.171], [0.182, -0.113, -0.001], [0.330, 0.429, 0.491], [-1.097, -1.182, -1.190], [-0.048, -0.064, 0.024], [-0.048, 0.042, 0.349], [0.049, -0.027, -0.035], [0.024, 0.104, -0.189], [-0.105, 0.097, -0.065], [-0.219, 0.042, -0.299], [0.608, 0.464, -0.021], [-0.040, 0.254, -0.479], [-0.090, -0.300, 0.782], [0.385, -0.019, -0.705], [-0.671, 0.212, 0.190], [0.087, -0.065, -0.163], [-0.038, -0.018, -0.016], [-0.028, 0.024, 0.031], [0.246, 0.046, -0.335], [0.363, 0.163, 1.607], [-0.008, 0.004, 0.037], [-1.857, 0.659, -0.087], [-0.132, 0.058, -0.100], [-0.488, 0.763, -0.450], [-0.023, 0.065, -0.070], [-0.719, -0.599, 0.068], [-0.698, -0.996, 0.061], [-2.657, 0.369, -0.739], [2.731, 0.091, 0.321], [0.019, -0.160, -0.170], [0.131, 1.218, -0.069], [-0.153, 0.402, -0.701], [-0.011, -0.012, 0.039], [0.398, -0.622, 0.424], [0.797, 0.476, 0.763], [-0.058, -0.161, -0.113], [-0.026, 0.163, -0.196], [0.023, 0.061, 0.165], [0.052, -0.119, -0.024], [-0.029, 0.085, -0.017], [0.191, -0.082, 0.026], [0.454, 0.178, -0.996], [0.018, 0.071, -0.034], [0.048, 0.187, 0.008], [0.071, -0.084, 0.011], [0.553, -0.722, -0.143], [-0.005, 0.093, 0.087], [-0.042, 0.010, -0.011], [0.073, -0.073, 0.032], [0.001, 0.006, 0.212], [0.000, -0.048, 0.192], [0.033, -0.042, 0.145], [0.808, -0.282, 0.653], [-0.032, -0.030, 0.024], [-0.006, -0.026, 0.041], [-0.821, -1.451, -0.203], [0.990, 0.024, 0.198], [-0.019, 0.103, 0.028], [-0.815, 0.444, -1.294], [3.792, -1.866, -0.019], [0.036, -0.028, 0.016], [-0.012, -0.038, -0.009], [-0.090, 0.029, -0.154], [0.228, -1.050, 0.652], [-0.700, -0.262, -0.958], [0.031, 0.047, -0.023], [0.068, -0.299, 0.236], [-0.117, -0.281, -0.305], [0.429, 0.036, -1.017], [0.117, -0.620, 0.558], [1.128, 0.648, -0.441], [-0.138, -0.537, 1.066], [-0.176, 2.261, -1.005], [-2.047, 0.175, 0.000], [-1.541, 0.806, 0.007], [0.069, 0.086, 0.024], [0.636, 0.332, -0.248], [0.326, -0.415, 0.175], [-0.247, 0.038, -0.219], [-1.249, 0.553, -0.667]], "mulliken_charge": [0.214, -1.133, 0.383, 0.270, 0.228, 0.321, -0.011, 3.170, 0.271, -0.031, 0.448, 0.459, 0.407, -2.379, 0.114, -0.683, 0.277, -0.961, 0.299, 0.126, 0.357, 0.354, 0.191, -0.444, 0.127, -0.983, 0.217, 0.258, 0.280, -1.311, 0.376, -0.632, -0.496, 0.461, -1.372, 0.374, -0.220, 1.361, -0.383, 0.357, -0.672, 0.399, 0.404, -0.656, -0.150, -0.693, 0.400, 0.362, 0.350, 0.231, -1.020, -0.931, 0.322, -0.949, 0.303, -0.199, 0.361, 0.421, 0.252, -0.632, -0.415, 0.398, -0.454, 0.400, 0.251, 0.859, -2.463, 0.247, -0.462, 1.223, 0.385, 0.374, 0.411, -0.247, -0.115, 0.278, 0.174, 0.875, 0.469, 0.454, -0.569, -0.186, 0.717, 1.909, -0.511, -1.028, -0.044, 0.362, -0.703, -1.155]}

(2)
{"formula": "C28H45Br2F5INO14PS3", "method": "ωB97M-V with the def2-TZVPD basis set", "multiplicity": 1, "e_lumo_ev": -4.1, "mol_weight_g_mol": 1128.54, "homo_ev": -11.68, "total_charge": 1, "species": ["H", "N", "C", "S", "H", "O", "H", "H", "C", "H", "O", "H", "H", "H", "H", "H", "H", "H", "H", "O", "O", "C", "H", "H", "C", "H", "C", "C", "C", "H", "Br", "C", "H", "O", "C", "C", "H", "H", "O", "C", "I", "H", "F", "O", "H", "H", "F", "H", "H", "C", "H", "C", "H", "H", "C", "F", "C", "H", "H", "H", "C", "O", "H", "O", "C", "H", "C", "H", "S", "H", "F", "H", "H", "O", "C", "Br", "C", "H", "F", "H", "H", "O", "C", "H", "C", "C", "H", "C", "O", "C", "S", "C", "H", "C", "H", "H", "O", "C", "O", "P"], "positions_angstrom": [[-0.67496, 2.56316, -1.39531], [0.77251, 0.26269, -0.09115], [2.48452, 0.95052, -2.05631], [2.36631, -0.37747, 0.64196], [-3.00024, 1.46950, 0.04911], [8.75246, -5.96649, 2.23096], [-2.62216, 1.10455, -2.56958], [-4.72518, 1.80293, -2.80829], [-5.03088, 5.03743, 0.10366], [1.52103, 2.73763, 1.40396], [10.72096, -5.11214, 2.93333], [-0.06674, -3.65703, -2.88780], [-4.43792, -1.74472, -4.37928], [10.33064, -6.48588, 4.44211], [2.38220, 0.86973, -3.14324], [6.81476, -4.32637, 2.65147], [0.40528, 1.14633, -2.01297], [-3.08298, 1.11388, 3.68724], [-7.51035, 3.93010, -1.58212], [-2.28974, 0.62910, 3.97102], [2.69790, -1.48028, -0.19598], [-0.13629, -2.20042, -0.31245], [7.21796, -2.61534, 2.78427], [12.02403, -6.28593, 3.93627], [-3.20217, -2.37493, 1.04271], [6.09763, -3.17691, 1.52322], [8.15465, -3.61259, 1.12147], [-2.78471, 0.08907, -2.94290], [10.99717, -6.35388, 3.59183], [-3.01690, 0.73991, -5.02517], [-1.23387, 3.46254, 3.65176], [-7.08682, 4.73026, -0.97852], [-2.36232, -1.77679, -1.91848], [-1.32181, -0.14847, -1.05671], [-2.89054, 5.28433, 1.00775], [-7.29784, 6.06935, -1.64748], [-3.29698, -0.47191, 1.91483], [-4.32461, -1.07050, -1.92571], [-3.75139, 4.63725, 0.06308], [2.85035, 2.41143, -1.78372], [1.96781, 3.73593, -3.17553], [-0.32087, -2.59272, 4.19041], [2.08657, -2.28469, 2.43406], [0.52937, -2.48926, -1.53123], [-5.96487, -1.27003, -3.65881], [-1.94197, 4.76651, 0.93947], [4.76887, -1.39266, 1.86444], [-5.11252, -0.16316, -4.73174], [-3.28344, -0.48575, 0.16400], [-1.29890, -0.59458, 1.19341], [-3.28089, 5.19814, 2.01879], [-0.46662, -0.72932, -0.13443], [-8.36218, 6.24635, -1.79763], [7.96252, -4.43019, 0.42698], [-1.83139, -0.86722, -2.20225], [1.79070, -0.31432, 3.27868], [1.11631, 0.45073, -1.57958], [-2.38049, -0.89895, -4.85000], [10.89053, -7.18883, 2.90375], [3.92954, 2.51664, -1.88377], [-5.05713, 0.92898, -2.24367], [-3.21922, -3.05949, 0.07150], [-1.08071, -2.74783, -0.29888], [3.23766, 0.75144, 0.66891], [-1.10332, 0.94762, 1.57247], [-4.84790, 1.12361, -1.18688], [-0.84217, -1.40786, 2.32870], [-1.00534, -1.14477, -2.85953], [-2.50899, 2.01580, 1.16842], [-6.89653, 6.87864, -1.04006], [4.30612, 0.23854, 3.19786], [2.62596, 2.71826, -0.76642], [-1.34178, 0.46827, -4.50316], [9.39388, -3.83949, 1.80504], [2.44612, -1.02503, 2.39740], [-3.82638, -3.09875, 2.71684], [9.54399, -5.06306, 2.31745], [0.44826, -2.59014, 0.52429], [4.07173, -1.76450, 3.83649], [-7.55418, 4.69274, 0.00474], [3.30876, 0.29642, -1.78686], [-5.48514, 5.82495, 0.88755], [-2.80980, -0.90701, 1.04469], [-6.79725, 6.09379, -2.61613], [6.99801, -3.41823, 2.07877], [3.97838, -0.95517, 2.80599], [-6.13303, 0.80602, -2.36102], [0.19176, 1.46495, 0.72723], [-5.68785, 4.39683, -0.85865], [-2.37031, 0.10522, -4.42142], [-0.17860, 2.95929, -0.22054], [-4.97669, -0.90184, -3.93844], [0.93401, -0.50089, -2.06940], [-4.27660, -0.31541, -2.71662], [-2.75112, 6.33312, 0.74995], [8.32017, -2.70988, 0.53591], [1.08063, 1.92045, 1.68405], [-0.51169, -2.01134, 3.31393], [0.02839, -3.77836, -1.93123], [-0.89318, 1.25785, 3.47282]], "atomic_forces_ev_per_a": [[-0.196, -0.332, 0.130], [-1.059, -0.473, 0.449], [-0.057, 0.310, -0.115], [1.782, 0.057, -1.078], [0.266, -0.105, -0.124], [-0.006, 0.012, 0.013], [-0.018, -0.087, 0.237], [-0.216, 0.041, -0.023], [0.056, -0.008, 0.041], [0.216, -0.171, -0.089], [-0.011, 0.018, 0.020], [0.039, 0.019, 0.029], [-0.011, 0.011, 0.093], [-0.049, -0.028, -0.036], [0.034, -0.251, 0.050], [-0.002, -0.032, -0.048], [-0.199, -0.071, 0.433], [0.003, -0.083, -0.014], [0.117, -0.061, -0.015], [-0.407, 0.346, 0.000], [-0.658, -0.009, 0.425], [0.437, -0.430, -0.395], [-0.038, 0.076, -0.075], [0.004, 0.064, -0.013], [-0.020, -0.293, -0.271], [-0.001, -0.028, -0.081], [-0.194, 0.081, -0.194], [0.026, -0.770, -0.333], [0.108, -0.063, 0.038], [0.049, 0.020, 0.011], [0.051, -0.072, -0.052], [-0.332, 0.019, -0.046], [0.142, 0.006, 0.315], [0.494, -0.051, -0.161], [0.061, 0.148, -0.003], [0.228, 0.083, -0.002], [0.136, 0.067, -0.036], [0.056, 0.010, 0.007], [0.054, -0.029, -0.045], [0.599, -0.529, 0.417], [-0.153, 0.151, 0.013], [0.128, 0.109, -0.089], [-0.252, -0.569, -0.365], [-0.271, -0.074, -0.072], [0.022, 0.059, 0.026], [0.023, -0.016, -0.022], [0.369, 0.069, -0.848], [-0.002, 0.038, 0.098], [0.263, 0.010, -0.149], [0.300, 1.106, 1.090], [-0.094, 0.040, -0.015], [-1.461, -0.775, 0.460], [-0.013, -0.025, -0.009], [0.022, -0.086, 0.087], [0.011, 0.323, -0.723], [-0.388, 0.426, 0.132], [0.696, 0.540, -1.017], [-0.092, 0.032, -0.005], [-0.057, 0.003, -0.009], [-0.086, 0.103, -0.208], [0.356, -0.293, 0.122], [0.095, 0.052, -0.014], [-0.012, 0.177, -0.071], [-0.605, 0.018, 0.124], [-0.194, 0.302, -1.654], [-0.081, 0.143, -0.032], [0.752, -0.249, 0.217], [0.072, 0.042, 0.139], [-1.005, -0.206, 0.561], [-0.051, -0.011, 0.054], [0.256, 1.107, -0.034], [-0.246, 0.176, -0.167], [-0.072, 0.110, -0.068], [0.009, 0.028, 0.025], [0.638, 0.163, 0.423], [-0.041, 0.117, 0.028], [0.027, -0.021, -0.022], [0.044, 0.220, 0.059], [0.036, -0.664, 0.826], [0.102, 0.061, 0.059], [-0.051, -0.020, 0.103], [-0.014, -0.001, -0.005], [-0.399, -0.431, 0.479], [-0.073, -0.038, -0.039], [0.223, -0.217, 0.224], [-0.646, -0.416, 0.191], [-0.003, 0.024, 0.034], [-1.047, 0.952, 0.830], [0.010, -0.049, -0.025], [0.128, 0.004, 0.111], [1.135, 0.601, -0.489], [0.089, -0.288, -0.211], [0.090, -0.130, 0.384], [-0.315, 0.768, -0.025], [-0.144, 0.022, 0.004], [0.119, 0.015, 0.049], [0.059, -0.365, 0.088], [-0.616, 0.022, -0.420], [0.073, 0.076, 0.033], [0.860, -0.685, 0.273]], "mulliken_charge": [0.172, 0.839, -1.506, 0.908, -0.057, -0.557, -0.009, 0.374, 0.594, 0.580, -0.344, 0.339, 0.381, 0.295, 0.738, 0.384, -0.091, 0.400, 0.308, -0.492, -0.547, -2.708, 0.272, 0.224, -0.113, 0.149, -0.370, 1.052, -0.632, 0.440, -0.173, -0.234, 0.306, 0.659, -0.509, -1.165, 1.273, -0.072, -0.169, -1.132, 0.050, 0.491, -0.248, -0.258, 0.478, 0.036, -0.167, 0.394, -0.630, 1.975, 0.275, 0.812, 0.383, 0.333, -0.949, -0.143, 0.546, 0.386, 0.298, 0.601, -1.584, -0.443, 1.087, -0.483, 0.431, 0.197, -1.988, 0.492, 0.097, 0.310, -0.198, 0.372, 0.501, -0.370, 0.314, -0.126, 0.793, 0.944, -0.232, 0.341, 0.435, -0.550, -0.852, 0.297, -0.795, 0.659, 0.527, -0.191, -0.245, -2.155, -0.309, -1.899, 0.029, 1.319, 0.411, 0.317, -0.343, -0.292, -0.458, 0.167]}